Record 1
Computed, not measured: the molecule C3H5N3O at a distorted geometry, with wB97M-V/def2-TZVPD.

Each line ends with the Mulliken charge.
CARTESIAN COORDINATES (ANGSTROEM)
N1 1.2637 1.7037 -0.7234  -0.788
N2 0.5738 0.5834 -0.1936  0.531
C1 1.1251 -0.5420 -0.0019  0.016
C2 0.1752 -1.4125 0.2918  -0.762
C3 -1.0958 -0.6795 0.3810  0.552
O1 -2.2215 -1.0110 1.0538  -0.478
N3 -0.9501 0.5897 -0.1703  -0.712
H1 0.3800 2.0298 -1.2808  0.325
H2 1.5054 2.4729 -0.1209  0.245
H3 2.1569 -0.9333 -0.1950  0.327
H4 -0.0600 -2.4376 0.3690  0.354
H5 -2.8527 -0.3636 0.5904  0.391

Force components x, y, z for each atom (eV/Å):
-3.5363 -0.1894 -3.1178
-2.4581 5.0021 -0.5795
3.0077 -3.7801 -0.6084
-5.8813 -1.3283 1.8938
2.9174 2.6470 -1.2359
-0.9021 1.2411 -2.6323
3.5300 -2.5056 2.4347
2.6866 0.2362 0.6194
-0.4395 -0.2585 1.2399
-0.8389 1.5449 0.1495
1.4164 -1.2886 0.3636
0.4982 -1.3207 1.4730

Values from the calculation:
Energy relative to the best compared isomer or geometry (same formula, charge and spin) (kJ/mol): 430.4
LUMO level (eV): 0.92
Charge: 0
Orbital gap (eV): 9.36

Record 2
Computed, not measured: the molecule C3H5N3O, with wB97M-V/def2-TZVPD.

Each line ends with the Mulliken charge.
CARTESIAN COORDINATES (ANGSTROEM)
H1 -1.3792 -0.1150 2.7151  0.247
N1 -1.0731 -0.0643 1.7440  -0.551
C1 -0.7193 1.1165 1.4553  0.021
N2 -0.2338 1.4956 0.1679  -0.426
N3 -1.1920 0.9080 -0.9969  -0.449
C2 -0.1066 0.3889 -0.7026  0.716
C3 0.9129 -0.6373 -1.0380  -0.314
O1 0.5970 -1.3675 -2.1893  -0.492
H2 -0.7085 1.9634 2.1460  0.357
H3 1.8805 -0.1140 -1.1026  0.250
H4 0.9744 -1.3424 -0.2044  0.315
H5 0.5216 -0.7520 -2.9299  0.325

Force components x, y, z for each atom (eV/Å):
0.0434 -0.0378 -0.1016
0.1381 0.4045 -0.0120
-0.0831 -0.2937 0.1182
0.1392 0.1734 0.2633
0.3950 -0.3472 -0.0766
-0.3699 0.1027 -0.1301
0.0063 0.0722 0.2475
-0.0150 0.1220 -0.2251
-0.0689 -0.0731 -0.0626
-0.1451 -0.0764 -0.0074
-0.0303 0.1063 -0.0573
-0.0097 -0.1529 0.0438

Values from the calculation:
Energy relative to the best compared isomer or geometry (same formula, charge and spin) (kJ/mol): 422.9
LUMO level (eV): 0.71
Charge: 0
Orbital gap (eV): 10.68

Record 3
Computed, not measured: the molecule C3H5N3O, with wB97M-V/def2-TZVPD.

Each line ends with the Mulliken charge.
CARTESIAN COORDINATES (ANGSTROEM)
N1 -0.8672 -0.8557 1.7553  -0.353
C1 -0.2685 -0.1462 0.7731  0.227
C2 -0.8537 0.5683 -1.9561  -0.495
N2 0.3783 0.2513 -1.6302  0.013
C3 0.7663 -0.2580 -0.3334  0.576
O1 1.8619 -0.7607 -0.1865  -0.632
N3 0.2517 1.0363 0.8295  -0.472
H1 -0.9348 -0.4453 2.6833  0.227
H2 -1.2713 -1.7731 1.6438  0.208
H3 -0.8154 0.8003 -3.0396  0.205
H4 1.1816 0.1948 -2.2603  0.275
H5 0.5711 1.3882 1.7212  0.221

Force components x, y, z for each atom (eV/Å):
0.2873 0.0433 -0.2731
0.6654 0.5414 0.3921
0.5275 -0.3017 -0.1353
-0.4241 -0.3030 -0.0239
0.0209 -0.8745 -0.3372
-0.5524 -0.2489 -0.1926
-0.1742 0.3225 0.5680
-0.0034 -0.0385 -0.4665
0.2535 0.2012 -0.3011
-0.0515 0.1041 0.1900
-0.1391 0.1306 0.0715
-0.4098 0.4234 0.5081

Values from the calculation:
Energy relative to the best compared isomer or geometry (same formula, charge and spin) (kJ/mol): 460.3
LUMO level (eV): 0.67
Charge: 0
Orbital gap (eV): 9.27

Record 4
Computed, not measured: the molecule C3H5N3O, with wB97M-V/def2-TZVPD.

Each line ends with the Mulliken charge.
CARTESIAN COORDINATES (ANGSTROEM)
O1 -2.4947 0.7910 0.9880  -0.523
C1 -1.7243 0.2831 -0.0145  -0.309
C2 -0.3976 0.1436 -0.0023  0.429
N1 0.5015 0.2952 1.0782  -0.500
C3 1.6166 -0.1555 0.6394  -0.029
N2 1.6120 -0.6480 -0.6672  -0.289
N3 0.3215 -0.2891 -1.1755  -0.348
H1 -1.9002 1.2247 1.6127  0.324
H2 -2.2893 -0.0432 -0.8829  0.301
H3 2.5334 -0.2199 1.2213  0.388
H4 2.3375 -0.2550 -1.2617  0.259
H5 -0.1163 -1.1268 -1.5355  0.299

Force components x, y, z for each atom (eV/Å):
0.0893 0.0114 0.2729
0.3050 -0.0449 -0.1967
-0.3877 -0.0977 -0.1203
0.1194 -0.0114 -0.3194
-0.1087 0.0905 0.0258
0.1535 0.1006 0.1339
-0.0286 -0.1505 0.0166
-0.0805 -0.0790 0.1238
0.0108 0.2911 0.1083
-0.1921 0.1076 -0.0891
-0.0159 -0.1087 0.1709
0.1356 -0.1090 -0.1267

Values from the calculation:
Energy relative to the best compared isomer or geometry (same formula, charge and spin) (kJ/mol): 260.5
LUMO level (eV): 0.95
Charge: 0
Orbital gap (eV): 8.27